Entry 1:
ORCA calculation (wB97M-V/def2-TZVPD) on one molecule with the formula C3H6O5 in a non-equilibrium geometry.

2S+1 = 1
SMILES = CC(O)(O)OC(=O)O
energy above the lowest of the compared OMol25 structures with the same formula, charge and spin = 1.8 kcal per mole
total charge = 0
Kohn-Sham gap = 11.5 eV
E = -494.14783 Ha
E_HOMO = -0.4101 Ha

Each line ends with the natural charge from an NBO analysis.
Geometry (Å):
C -0.485 -0.150 -0.432  0.78
C -0.806 0.090 -1.887  -0.65
C 1.482 0.570 0.964  0.99
O 0.905 0.576 -0.197  -0.55
O -0.297 -1.469 -0.185  -0.70
O -1.392 0.449 0.376  -0.70
O 0.747 -0.150 1.933  -0.80
O 2.512 1.089 1.261  -0.60
H -0.073 -1.603 0.755  0.50
H -1.167 0.285 1.310  0.50
H 1.230 -0.114 2.769  0.52
H -1.754 -0.390 -2.114  0.24
H -0.019 -0.341 -2.496  0.24
H -0.882 1.159 -2.057  0.24

=====

Entry 2:
ORCA calculation (wB97M-V/def2-TZVPD) on C35H75AlN3O7 as an isolated structure in a non-equilibrium geometry.

2S+1 = 1
total charge = -1
Kohn-Sham gap = 6.0 eV
E = -2311.76898 Ha
E_HOMO = -0.1527 Ha

Each line ends with the Löwdin charge.
Geometry (Å):
C -1.979 6.939 2.084  -0.16
C -2.984 5.629 1.822  -0.24
C -2.231 4.389 1.038  -0.23
C -3.082 3.752 -0.209  -0.22
C -2.320 2.561 -1.038  -0.23
C -0.930 2.018 -0.361  -0.28
C -1.146 1.026 0.943  -0.23
Al 0.347 1.242 2.383  0.19
C 1.280 -0.624 2.551  -0.24
C 1.625 -0.998 4.144  -0.33
N 2.136 0.227 4.901  -0.07
C 1.806 2.544 1.765  -0.19
C 1.829 3.988 2.540  -0.37
C 3.309 4.739 2.718  -0.11
N 0.747 4.677 3.030  0.06
N -0.565 1.764 4.004  -0.11
C -1.448 0.561 4.387  -0.36
C -3.062 0.888 4.293  -0.15
H -2.038 7.303 3.220  0.08
H -0.857 6.687 1.850  0.05
H -2.293 7.824 1.385  0.05
H -3.232 5.227 2.918  0.10
H -3.963 5.968 1.256  0.09
H -1.197 4.797 0.638  0.11
H -2.067 3.521 1.829  0.10
H -4.061 3.265 0.267  0.11
H -3.381 4.652 -0.931  0.10
H -3.071 1.681 -1.229  0.09
H -2.028 2.992 -2.106  0.10
H -0.403 1.338 -1.189  0.10
H -0.198 2.912 -0.173  0.07
H -1.079 -0.097 0.544  0.05
H -2.223 1.176 1.375  0.03
H 2.241 -0.643 1.869  0.04
H 0.504 -1.403 2.150  0.03
H 0.622 -1.409 4.641  0.09
H 2.481 -1.805 4.180  0.09
H 1.443 0.424 5.659  0.04
H 3.044 0.036 5.384  0.05
H 2.850 2.021 2.010  0.06
H 1.836 2.731 0.590  0.07
H 4.165 4.102 2.233  0.06
H 3.223 5.741 2.078  0.07
H 3.518 5.082 3.821  0.07
H -0.099 4.104 2.817  -0.01
H 0.100 1.959 4.795  0.03
H -1.265 -0.372 3.666  0.09
H -1.234 0.175 5.486  0.10
H -3.437 0.879 3.161  0.06
H -3.349 1.885 4.841  0.07
H -3.697 0.030 4.826  0.06
C 4.250 0.649 -0.916  -0.02
C 4.445 -0.831 -0.723  -0.48
O 4.274 -1.360 0.374  0.04
C 4.858 -1.639 -1.924  -0.04
H 3.953 1.103 0.035  0.06
H 5.185 1.108 -1.246  0.08
H 3.459 0.826 -1.650  0.09
H 5.821 -1.282 -2.298  0.09
H 4.095 -1.564 -2.703  0.07
H 4.962 -2.691 -1.636  0.06
C -4.357 5.911 -5.162  -0.03
C -4.928 5.430 -3.855  -0.49
O -4.461 4.451 -3.275  0.04
C -6.094 6.193 -3.284  -0.03
H -3.521 5.264 -5.452  0.09
H -5.121 5.864 -5.941  0.08
H -3.986 6.933 -5.052  0.08
H -6.936 6.160 -3.980  0.08
H -5.801 7.228 -3.091  0.08
H -6.401 5.733 -2.339  0.09
C -4.147 -1.544 -4.226  -0.04
C -3.754 -0.187 -4.744  -0.50
O -2.877 -0.058 -5.596  0.04
C -4.477 1.007 -4.181  -0.02
H -3.542 -2.311 -4.722  0.08
H -3.965 -1.598 -3.149  0.08
H -5.201 -1.735 -4.444  0.08
H -4.310 1.067 -3.102  0.07
H -5.546 0.930 -4.397  0.09
H -4.090 1.919 -4.647  0.08
C -0.845 -1.294 -3.343  -0.03
C 0.460 -1.850 -2.839  -0.47
O 1.516 -1.239 -2.992  0.05
C 0.422 -3.183 -2.141  -0.02
H -0.666 -0.327 -3.824  0.09
H -1.281 -1.976 -4.078  0.08
H -1.534 -1.146 -2.506  0.09
H 0.044 -3.949 -2.822  0.08
H -0.209 -3.119 -1.251  0.09
H 1.436 -3.460 -1.832  0.08
C 4.705 -6.158 -2.363  -0.02
C 5.810 -5.360 -3.002  -0.47
O 5.654 -4.176 -3.296  0.04
C 7.113 -6.066 -3.266  -0.02
H 3.825 -5.520 -2.232  0.08
H 4.435 -6.999 -3.007  0.08
H 5.026 -6.518 -1.382  0.08
H 6.950 -6.903 -3.950  0.09
H 7.540 -6.421 -2.325  0.04
H 7.817 -5.367 -3.730  0.09
C -6.548 -3.038 3.124  -0.03
C -6.156 -1.681 2.605  -0.50
O -5.278 -1.552 1.753  0.05
C -6.879 -0.487 3.169  -0.03
H -5.944 -3.805 2.628  0.08
H -6.366 -3.092 4.200  0.08
H -7.602 -3.229 2.906  0.08
H -6.712 -0.427 4.247  0.08
H -7.947 -0.564 2.953  0.08
H -6.492 0.425 2.703  0.09
C 8.971 -9.044 0.551  -0.03
C 8.253 -7.741 0.321  -0.47
O 8.414 -7.098 -0.715  0.03
C 7.331 -7.255 1.407  -0.02
H 9.601 -9.269 -0.315  0.08
H 9.608 -8.965 1.436  0.09
H 8.245 -9.851 0.675  0.09
H 7.895 -7.097 2.330  0.09
H 6.532 -7.983 1.569  0.09
H 6.882 -6.303 1.104  0.09

=====

> The lowest E_HOMO belongs to which entry?

C3H6O5

=====

> What is the formula in the second record?

C35H75AlN3O7